19
Properties=species:S:1:pos:R:3:forces:R:3 method="wB97M-V/def2-TZVPD" lumo_energy_ev=-3.5 charge=+1 smiles="CC1(C)NC=[NH+][C@@H]1O" largest_force_ev_per_a=3.15 gap_ev=11.431 relative_energy_kj_mol=157.0
H 2.2977 0.2075 -1.1224 0.0874 -0.7950 -0.9194
C -1.5998 1.0804 0.4055 -2.8739 -0.5599 -1.0329
C 0.4876 0.1470 0.1241 -0.6973 -1.3710 -2.7522
H 1.3511 -1.6347 0.7653 1.1845 -1.9313 -1.2872
C 1.1889 -0.6869 1.1327 -2.7858 -0.3042 0.2428
H -1.2909 -2.4015 -0.8776 -0.3461 -1.0514 -0.2421
H -2.5160 1.6428 0.6619 1.2344 0.2928 0.8026
H 2.0345 -0.1802 1.4048 2.2597 0.8885 1.1825
H -0.0029 1.4088 1.7077 -0.8070 0.5260 -0.7078
C -0.6237 -0.6707 -0.7533 0.5249 0.0141 -0.1149
H 0.5196 -0.9747 1.9316 -0.0687 0.5453 0.7509
H -2.7195 -0.1513 -0.9602 -0.2324 0.8415 0.4731
C 1.4850 0.8269 -0.8267 -1.1835 0.8256 1.8528
N -1.8675 0.1650 -0.5133 2.6401 -0.9854 -0.3769
N -0.3583 1.1243 0.7847 0.4790 0.5971 1.1711
O -0.7513 -1.9445 -0.2451 -0.2922 0.0846 1.0434
H 0.8666 1.3481 -1.5262 0.3253 0.1127 -1.2631
H 1.9674 1.5933 -0.2447 0.2750 0.5655 0.3194
H -0.4685 -0.8998 -1.8489 0.2766 1.7042 0.8577

23
Properties=species:S:1:pos:R:3:forces:R:3 method="wB97M-V/def2-TZVPD" lumo_energy_ev=-2.9 charge=+1 largest_force_ev_per_a=2.84 gap_ev=10.058 relative_energy_kj_mol=68.3
H -1.8784 4.0781 -0.8901 -0.2344 0.4016 0.2369
C 1.2571 -0.1477 -1.0724 -0.5762 -1.1490 -1.5016
H 0.4799 0.7915 1.1969 -0.0982 -0.0723 0.6947
H -1.1410 1.2013 0.7714 0.3770 -0.5362 0.7703
N -0.4484 -1.3687 1.5332 0.4861 -0.2682 0.1857
H 1.9354 -0.6286 -0.3669 0.0555 0.6082 0.3765
C -0.1878 -0.1118 -0.5828 0.6945 -0.2500 1.2495
C -0.6379 -1.4580 0.0881 0.0509 0.0898 0.4269
N -0.1823 1.0005 0.4689 -1.7554 0.7554 -2.1051
H 1.1595 1.3436 -2.8955 -0.1458 -0.0456 -0.1384
S 1.9026 1.3834 -1.7903 0.2806 0.1464 0.5749
H 1.2589 -0.8811 -1.8799 0.0166 -0.0479 -0.1090
C 0.6336 -2.1683 2.1218 0.5268 0.6509 0.8799
H -1.2535 -1.6168 2.0858 -0.4905 0.1924 -0.4114
H 0.0363 1.8653 -0.0532 0.6654 -0.1730 0.0888
H 1.6239 -1.9974 1.6898 -0.3168 -0.1367 -0.5637
O -1.5398 3.5021 -1.5702 0.2694 -0.6859 0.2390
H -1.6743 -1.6734 -0.1788 -0.0371 0.2239 0.1643
H -0.9146 0.1799 -1.3342 0.2312 0.2337 -0.2385
H 0.4152 -3.2348 2.1966 0.1030 -0.0271 -0.2037
H 0.7900 -1.7672 3.1344 -0.2552 -0.3959 -0.0568
H -1.5620 4.0212 -2.3727 0.0146 0.1620 -0.3028
H -0.0722 -2.3130 -0.2999 0.1383 0.3236 -0.2564

52
Properties=species:S:1:pos:R:3:forces:R:3 method="wB97M-V/def2-TZVPD" lumo_energy_ev=0.7 smiles="COC[C@@H](C)n1c(C)cc(C(=O)CSc2ccc(NC(C)=O)cc2)c1C" largest_force_ev_per_a=0.90 gap_ev=8.287 relative_energy_kj_mol=99.6
H -8.1460 2.9164 -0.7929 0.0165 0.0959 0.0142
C 2.1268 0.2244 0.5473 -0.5630 -0.0682 0.3814
C 0.1070 -0.6532 1.7961 -0.3171 -0.0447 0.2801
H 5.2750 -0.1045 0.9205 0.0056 0.0028 -0.0820
O 6.4989 1.0021 -0.3259 0.0684 -0.0618 -0.2574
H 3.3021 -2.3329 -2.4765 0.0893 -0.0449 -0.0865
H -2.3725 0.1825 1.7378 0.1015 0.0103 0.0740
C -0.7487 -1.8966 1.9728 -0.4596 -0.0019 -0.3239
H 6.3441 1.8453 1.5603 0.0009 0.0143 -0.0207
H 7.3484 2.6857 0.3510 -0.0488 0.0634 0.0635
H -6.4298 1.8185 0.6164 -0.1150 -0.1414 -0.1593
H -0.1279 -2.7526 2.2351 -0.0122 -0.0074 0.0336
C -5.1884 -0.9907 -0.6298 -0.1818 0.0330 -0.1218
C 4.2747 0.4262 -2.3638 -0.0795 0.1099 0.2435
H 4.5800 -2.4919 -1.2611 0.0993 -0.0755 -0.0646
H 1.1808 -2.9118 0.2257 -0.0114 -0.2521 -0.0696
C 6.4231 2.1341 0.5052 -0.0239 0.0560 0.0509
H 1.3023 1.7749 1.6931 0.0679 0.0278 -0.0360
N -6.4688 0.9983 0.0266 0.1264 0.3036 0.2831
H 3.9508 1.5141 -0.5686 0.0050 -0.1780 0.0059
C -8.5896 1.9643 -0.5085 -0.0888 -0.1694 -0.1684
N 3.0356 -0.2925 -0.3224 -0.2353 0.0345 0.1486
H -8.8845 2.0113 0.5379 -0.0213 0.0495 0.0830
H 3.3151 0.6419 -2.8279 -0.0576 0.0182 -0.0847
O -7.7975 -0.0850 -1.4798 -0.0249 -0.2315 -0.1754
C 1.2296 -0.7811 0.8979 0.7232 0.3745 -0.3758
H -5.9756 -1.3070 -1.2927 -0.0246 -0.0030 -0.0116
H 3.1801 -3.5634 -1.2260 0.0252 -0.0384 0.0043
C 1.6478 -1.9483 0.2001 0.1998 0.2100 0.0171
C -3.0199 -1.3451 0.3589 0.1866 -0.1231 0.1226
H -1.5019 -1.7351 2.7439 0.1538 0.0223 0.0464
C -5.3325 0.1850 0.1035 0.2897 -0.2458 -0.0188
H -9.4690 1.7842 -1.1195 0.0182 -0.0179 -0.0017
C -4.3046 0.5824 0.9546 -0.1803 -0.0331 -0.1120
S -1.5973 -2.3941 0.4339 0.0965 -0.0957 0.0906
H 4.6287 -0.5381 -2.7106 0.0308 -0.1149 -0.0587
H -4.4014 1.4967 1.5243 -0.0235 0.1049 0.0578
H 2.0160 2.3284 0.1744 0.0451 0.0876 -0.0290
H 4.9945 1.1789 -2.6753 0.0579 0.0400 -0.0488
C 2.7502 -1.6281 -0.5326 -0.1688 -0.5795 0.0278
H -3.9288 -2.6599 -1.0585 -0.0650 -0.1230 -0.0753
O -0.1845 0.3648 2.4041 -0.0492 -0.0240 0.0433
H 5.5775 2.7834 0.2515 0.0119 0.0039 0.0273
C -7.5963 0.8380 -0.7250 -0.2316 0.4451 0.1782
H 3.0590 1.8782 1.5359 0.0779 0.0866 0.0083
C 2.1348 1.6365 1.0094 0.0022 0.0753 0.0073
C 5.4687 0.0631 -0.1503 -0.2184 -0.0182 0.1188
C 3.5065 -2.5461 -1.4275 -0.0045 0.1332 -0.0816
C -3.1520 -0.1683 1.0820 -0.0868 -0.0154 -0.0347
H 5.8527 -0.8624 -0.5850 -0.1240 -0.0192 0.0649
C 4.1489 0.4744 -0.8432 0.6441 0.2127 -0.1823
C -4.0422 -1.7454 -0.4966 0.2732 0.1132 0.2041

9
Properties=species:S:1:pos:R:3:forces:R:3 method="wB97M-V/def2-TZVPD" lumo_energy_ev="-1.9 / -2.1" smiles="O=N[SiH]=O.N" largest_force_ev_per_a=3.68 gap_ev="7.569 / 7.362" relative_energy_kj_mol=114.9
Si 1.0344 0.9926 0.1994 0.1152 1.0484 3.5295
O 1.1524 3.7827 -0.3787 -0.2358 -2.2732 0.9255
H -0.7876 -2.8490 -0.4645 0.5931 -0.0869 -0.0500
H -1.6378 -2.0211 0.7154 0.2014 -0.2062 -0.2179
N -1.4347 -2.1177 -0.2727 -1.3091 0.2933 0.5070
O 0.8636 0.1104 -0.9604 -0.2664 -1.9033 -2.4391
H 1.0129 0.6451 1.6981 0.1269 0.3619 -1.2880
H -1.1984 -1.2218 -0.6575 0.5105 -0.0496 -0.2245
N 0.9952 2.6788 0.1209 0.2642 2.8156 -0.7425